Computed, not measured: a 18-piece molecular cluster, C58H162N10O23 overall, with the ωB97M-V functional and the def2-TZVPD basis.

Last column: Mulliken charge in e.
CARTESIAN COORDINATES (ANGSTROEM)
C 15.8712 -14.5180 0.7858  -0.107
O 16.7211 -13.9279 -0.1924  0.060
H 15.9974 -15.6014 0.6799  0.678
H 16.2219 -14.2020 1.7654  0.294
H 14.8275 -14.2567 0.6021  -0.857
H 16.4350 -14.1311 -1.0905  -0.098
C 24.1758 -9.7065 1.2336  -0.825
O 22.8745 -9.9353 1.7924  -0.116
H 24.9465 -10.2247 1.7981  0.337
H 24.1220 -9.9990 0.1837  0.336
H 24.3125 -8.6235 1.1338  0.252
H 22.8865 -9.6105 2.7080  0.039
C 20.4770 -10.7090 -0.5813  0.051
O 21.5832 -11.5127 -0.1902  -0.497
H 19.8604 -10.4861 0.3013  -0.076
H 20.7367 -9.7477 -1.0308  0.315
H 19.8355 -11.3536 -1.1807  -0.015
H 22.0265 -11.0014 0.5084  0.207
C 9.9344 -14.5019 1.7240  -0.127
O 10.2555 -15.8431 1.3878  -0.565
H 10.3770 -14.2533 2.6849  0.480
H 10.1142 -13.8012 0.9046  -0.060
H 8.8489 -14.4124 1.8462  0.545
H 9.5561 -16.2568 0.8813  0.401
C 17.9915 -7.9953 -0.1159  -0.147
O 17.7357 -7.6610 1.2417  -0.525
H 17.4536 -7.3030 -0.7647  0.436
H 19.0465 -7.9407 -0.3891  -0.154
H 17.6133 -9.0071 -0.2983  -0.021
H 18.1744 -8.3756 1.7558  -0.049
C 24.0085 -9.4665 4.8670  -0.856
O 22.8695 -8.7717 4.3496  -0.486
H 24.0501 -10.4834 4.4794  0.279
H 24.9171 -8.9448 4.5554  0.338
H 24.0009 -9.5357 5.9560  0.393
H 22.7680 -8.0082 4.9261  0.266
C 11.7368 -15.5859 2.8726  -1.308
O 12.9157 -15.5806 2.1008  -0.247
H 11.1260 -14.7239 2.5999  -0.040
H 11.1258 -16.4879 2.8015  0.331
H 11.9098 -15.3832 3.9350  0.534
H 13.6009 -16.1004 2.5313  0.170
C 20.9311 -11.2568 6.2717  0.031
O 20.0798 -12.3706 6.4171  -0.542
H 20.6280 -10.5580 5.4779  -0.281
H 20.8534 -10.6117 7.1544  0.458
H 21.9415 -11.5706 6.0194  0.283
H 19.2868 -12.0686 6.8686  0.301
C 11.8876 -12.6605 0.8294  0.118
O 12.7434 -11.5420 0.5976  0.636
C 13.7479 -11.4169 1.5929  0.453
C 14.7310 -10.3293 1.1662  0.572
N 15.7752 -10.0804 2.1335  1.878
C 16.7554 -11.1241 2.3153  -0.555
C 17.8919 -10.6946 3.2481  0.003
O 18.7963 -9.8104 2.5976  1.784
C 19.9918 -9.4962 3.3122  0.151
H 11.1832 -12.5772 -0.0007  0.418
H 11.3517 -12.6055 1.7815  -1.567
H 12.5445 -13.5225 0.6861  0.598
H 14.2241 -12.3752 1.8065  1.064
H 13.2318 -11.0107 2.4723  -1.377
H 14.2240 -9.3768 1.0052  0.023
H 15.1112 -10.6460 0.1801  -1.505
H 16.2934 -9.2269 1.9800  -0.581
H 17.2384 -11.4658 1.3867  -0.165
H 16.3459 -12.0028 2.8246  0.262
H 18.4635 -11.5895 3.5324  -0.739
H 17.5005 -10.3467 4.2131  0.056
H 20.6266 -10.3616 3.4996  -0.039
H 19.7116 -8.9422 4.2097  -0.074
H 20.4958 -8.8565 2.5893  -1.008
C 23.2156 -16.7205 -2.5360  -0.793
O 22.1794 -15.9955 -1.9250  -0.197
C 20.9260 -16.6154 -2.1211  -0.933
C 19.8047 -15.7971 -1.4903  0.011
N 19.6193 -16.1504 -0.0846  -0.331
C 18.6522 -15.3101 0.6133  -0.755
C 19.1837 -14.0132 1.1839  2.008
O 20.1666 -14.3035 2.1505  -0.558
C 20.5682 -13.1738 2.8929  -0.364
H 23.1686 -17.8058 -2.4236  0.312
H 24.1295 -16.3577 -2.0519  0.228
H 23.3731 -16.4495 -3.5879  0.295
H 20.9070 -17.6394 -1.7319  0.376
H 20.6640 -16.7114 -3.1839  0.411
H 18.8841 -16.0143 -2.0385  0.347
H 20.0310 -14.7407 -1.6909  0.062
H 20.5040 -15.8918 0.3551  0.403
H 18.3188 -15.8553 1.5062  0.500
H 17.7503 -15.0902 0.0385  -0.527
H 18.3529 -13.3847 1.5300  -1.136
H 19.6569 -13.4368 0.3738  0.006
H 21.3678 -13.4631 3.5692  0.323
H 19.6879 -12.9092 3.4974  0.288
H 20.8012 -12.2859 2.2951  0.099
C 12.4534 -13.1973 6.0226  -0.442
O 11.8524 -11.9198 5.9570  -0.529
C 12.2151 -11.1681 4.8271  0.884
C 11.6211 -9.7659 5.0227  -1.215
N 12.0828 -9.1716 6.2574  -0.006
C 11.3196 -7.9699 6.5714  -0.719
C 11.3879 -7.6796 8.0650  -0.733
O 10.8633 -8.7981 8.7598  -0.359
C 10.6442 -8.5744 10.1348  -0.790
H 12.2372 -13.6208 6.9988  0.323
H 13.5339 -13.1197 5.8663  0.277
H 12.0143 -13.8132 5.2308  0.009
H 11.7508 -11.5901 3.9231  -0.575
H 13.3093 -11.1691 4.7569  0.360
H 10.5376 -9.8974 4.8955  0.747
H 11.8699 -9.1658 4.1426  -0.121
H 11.8734 -9.8369 7.0000  0.326
H 10.2603 -7.9506 6.2898  0.387
H 11.7810 -7.0989 6.0906  0.334
H 10.7569 -6.8290 8.3490  0.558
H 12.4092 -7.3697 8.3221  0.257
H 10.6760 -7.5125 10.4019  0.350
H 11.4598 -9.0028 10.7267  0.280
H 9.6875 -9.0010 10.4266  0.235
C 11.8102 -10.5744 -2.2693  0.318
O 10.9999 -10.6031 -3.4221  -0.436
C 11.7100 -11.0593 -4.5529  0.861
C 11.0978 -10.5175 -5.8381  -1.694
N 9.7101 -10.8793 -6.0792  -0.330
C 9.6079 -12.2727 -6.5355  0.196
C 8.1894 -12.6593 -6.9483  -0.846
O 7.3729 -13.0537 -5.8489  -0.333
C 6.5172 -12.0079 -5.4338  -0.756
H 12.3658 -11.5026 -2.1095  -0.447
H 11.2273 -10.3935 -1.3664  -0.006
H 12.5160 -9.7369 -2.3159  0.516
H 11.6728 -12.1592 -4.5397  -0.033
H 12.7771 -10.8102 -4.5477  0.132
H 11.7579 -10.7669 -6.6700  0.455
H 11.1962 -9.4296 -5.7437  0.414
H 9.1892 -10.7775 -5.2157  0.280
H 9.8676 -12.9852 -5.7416  -0.165
H 10.2853 -12.4247 -7.3755  0.440
H 8.2994 -13.5493 -7.5720  0.383
H 7.7021 -11.8574 -7.5065  0.394
H 7.0659 -11.0844 -5.2137  0.280
H 6.0107 -12.2785 -4.5103  0.276
H 5.8034 -11.7389 -6.2178  0.330
C 14.0795 -7.1205 0.4983  -0.533
O 13.2247 -8.2242 0.3156  -0.460
C 12.3296 -8.4024 1.3787  -0.526
C 11.4479 -9.6065 1.0672  -0.539
N 10.1949 -9.6327 1.8375  -0.139
C 9.4585 -10.8509 1.5006  -0.170
C 8.2495 -11.0055 2.3780  -0.778
O 7.5220 -12.1895 2.0876  -0.281
C 6.5630 -12.5180 3.0545  -0.841
H 13.5282 -6.2208 0.7995  0.356
H 14.6243 -6.9064 -0.4168  0.249
H 14.7779 -7.3124 1.3223  -0.006
H 11.6928 -7.5096 1.4378  0.854
H 12.8123 -8.6342 2.3368  -0.188
H 12.0623 -10.5062 1.1348  -0.301
H 11.1993 -9.4968 0.0007  0.429
H 9.6370 -8.8461 1.5223  0.434
H 10.0491 -11.7246 1.7960  0.264
H 9.2084 -10.9088 0.4372  0.247
H 7.5427 -10.1715 2.2432  0.383
H 8.5105 -11.0052 3.4423  0.394
H 6.9990 -13.1688 3.8192  0.297
H 5.7840 -13.1391 2.6022  0.246
H 6.0205 -11.6528 3.4438  0.384
C 11.0644 -17.8622 -2.3256  -1.697
C 11.4889 -16.7856 -1.3375  1.233
C 10.5581 -15.5982 -1.2776  0.596
O 10.7363 -14.7924 -2.4291  -0.214
C 9.7899 -13.7592 -2.5912  0.259
N 11.7582 -17.3643 -0.0145  -0.650
H 10.8810 -17.3886 -3.2915  0.293
H 10.1425 -18.3518 -1.9979  0.373
H 11.8169 -18.6391 -2.4456  0.431
H 12.4642 -16.4473 -1.6984  -0.480
H 10.7252 -14.9756 -0.3881  -0.941
H 9.5024 -15.9027 -1.2183  0.525
H 9.8297 -13.1291 -1.6925  -0.182
H 8.7507 -14.0697 -2.7243  0.408
H 10.1142 -13.1350 -3.4188  -0.601
H 12.0428 -16.6134 0.6178  0.221
H 10.8597 -17.6486 0.3801  0.388
C 15.2611 -7.1965 4.2434  -0.887
C 15.7789 -8.0949 5.3614  1.751
C 15.8359 -7.3028 6.6715  -0.047
O 16.6989 -6.1938 6.5138  -0.325
C 16.4235 -5.1704 7.4602  -0.708
N 15.0254 -9.3339 5.5148  -0.358
H 14.2936 -6.7929 4.5721  0.171
H 15.0351 -7.7371 3.3218  -0.326
H 15.9065 -6.3615 3.9709  0.527
H 16.7950 -8.4378 5.1304  -1.242
H 16.2507 -7.9818 7.4262  -0.280
H 14.8108 -7.0084 6.9217  0.652
H 16.7881 -4.2103 7.0984  0.237
H 17.0399 -5.3976 8.3399  0.168
H 15.3798 -5.1015 7.7650  0.325
H 14.1250 -9.1357 5.9553  0.358
H 14.8041 -9.7118 4.5983  -0.043
C 24.8326 -6.7485 -1.2809  -1.574
C 23.3134 -6.7678 -1.3786  1.812
C 22.6417 -5.5633 -0.7108  -0.691
O 22.3236 -5.8521 0.6343  -0.439
C 21.2231 -6.7201 0.8069  -0.386
N 23.0557 -6.8614 -2.8397  -0.799
H 25.4284 -7.5922 -1.6193  0.318
H 25.0975 -6.6033 -0.2232  0.355
H 25.2160 -5.8715 -1.8110  0.387
H 22.8877 -7.6640 -0.9254  -0.833
H 21.7618 -5.2492 -1.2855  0.317
H 23.3446 -4.7267 -0.7365  0.347
H 21.2195 -7.6426 0.2257  -0.001
H 20.3127 -6.1554 0.5769  0.509
H 21.1341 -6.9722 1.8613  0.140
H 22.0784 -7.1114 -2.9971  0.261
H 23.0992 -5.9191 -3.2280  0.268
C 17.0767 -11.5675 -2.6077  -0.170
C 16.3611 -11.8424 -3.9255  0.259
C 15.0217 -12.5214 -3.6948  -0.009
O 15.1968 -13.7676 -3.0463  -0.419
C 13.9461 -14.3191 -2.6621  -1.061
N 16.2360 -10.6029 -4.6938  -0.755
H 17.5531 -12.4562 -2.1886  -0.410
H 16.4502 -11.0834 -1.8514  -0.217
H 17.8893 -10.8425 -2.7173  0.546
H 16.9927 -12.4429 -4.5877  0.338
H 14.4289 -12.6430 -4.6097  0.434
H 14.3863 -11.8584 -3.0877  -0.481
H 13.4927 -13.6957 -1.8855  0.336
H 14.1848 -15.2587 -2.1585  0.476
H 13.2805 -14.5738 -3.4868  0.467
H 15.7513 -9.8740 -4.1730  0.249
H 17.1661 -10.2218 -4.8177  0.327
C 16.3886 -8.1934 10.4003  -1.299
C 17.9099 -8.2734 10.5234  0.584
C 18.6321 -7.7569 9.3140  -0.411
O 18.4884 -8.5702 8.1649  -0.204
C 19.2649 -8.0550 7.1010  -0.185
N 18.3585 -7.5377 11.7317  -0.813
H 16.1252 -8.7465 9.4929  0.225
H 16.0980 -7.1403 10.3664  0.266
H 15.8431 -8.6478 11.2279  0.460
H 18.1567 -9.3282 10.6871  0.234
H 19.6784 -7.5568 9.5760  0.407
H 18.2248 -6.7798 9.0022  -0.208
H 20.3054 -7.9279 7.4199  0.574
H 18.9122 -7.0435 6.8594  0.429
H 19.1423 -8.6945 6.2329  -0.626
H 18.1092 -6.5560 11.5877  0.279
H 17.6666 -7.7783 12.4387  0.305

## Properties
largest force on an atom = 0.132 Eh/bohr
HOMO level = -8.065 eV
Kohn-Sham gap = 8.3 eV
energy above the lowest of the compared OMol25 structures with the same formula, charge and spin = 870.45 kJ/mol